Record 1
{"formula": "C23H39Br21O8S4", "method": "wB97M-V/def2-TZVPD", "charge": -1, "lumo_ev": [0.6, 0.6], "multiplicity": 2, "symbols": ["H", "C", "O", "Br", "H", "H", "H", "H", "H", "H", "C", "C", "Br", "H", "H", "O", "C", "H", "H", "Br", "H", "Br", "Br", "C", "H", "O", "C", "H", "C", "H", "H", "H", "C", "O", "Br", "Br", "Br", "H", "H", "O", "H", "H", "S", "H", "C", "H", "C", "S", "C", "Br", "C", "Br", "O", "Br", "H", "H", "H", "Br", "H", "H", "C", "H", "H", "H", "C", "Br", "C", "C", "C", "O", "C", "H", "H", "H", "C", "Br", "H", "Br", "H", "C", "C", "Br", "Br", "Br", "H", "C", "C", "Br", "H", "Br", "O", "S", "Br", "S", "H"], "positions_angstrom": [[-1.612309, -0.680826, 5.400756], [-0.023909, 1.055774, -0.664004], [0.532031, 1.093734, 6.459826], [3.483171, -5.641256, -5.413334], [-1.610919, -3.605126, 2.261716], [-5.370409, 2.401304, -1.037904], [-0.988209, -0.075316, -4.498154], [-5.190669, -3.546266, 1.330136], [-5.709289, -0.319846, -0.977014], [-0.644269, 1.456404, -1.465724], [5.389761, 1.767524, -4.423504], [-3.213069, -4.690506, 1.753876], [-2.773199, 1.154864, -5.759594], [-2.970129, 2.572454, 4.454056], [-3.798099, -2.511566, 1.749226], [-5.306319, -4.606796, 3.959566], [2.456121, -5.217556, -3.740164], [0.927401, -2.089146, -1.593664], [-1.588419, -5.313976, 2.726546], [-1.193269, 5.966874, 0.995486], [-3.672829, -5.666336, 1.910306], [-6.504719, -2.507986, -2.159484], [-0.038349, 2.171274, -4.057484], [4.567071, 2.639934, -3.466604], [-2.104729, -3.123476, 4.470266], [-4.710049, -2.096716, 4.283726], [-0.704789, 2.560444, 4.571236], [-2.213109, 2.574964, 2.906336], [-2.183949, -4.401106, 2.737266], [5.057201, -4.897526, 2.098736], [0.162761, 2.017254, -0.185654], [1.556551, 0.381664, -2.085274], [-1.906169, 0.365064, 5.312176], [-1.610429, 2.443524, 7.031236], [3.167011, -3.476816, 1.298456], [4.572371, 0.244154, 2.003666], [1.164531, 4.445334, -0.887214], [3.613271, 4.523404, -3.357614], [-2.667029, -4.640476, 0.811836], [5.758411, 2.780024, -6.941014], [6.290761, 1.432964, -3.909344], [-1.194469, 0.368264, 3.246766], [6.143181, 2.996904, -5.588194], [2.941461, -5.692386, -2.887474], [0.003251, 6.006684, -0.571534], [1.995291, 0.480124, 1.717916], [-4.231039, -3.507236, 1.845586], [-0.253549, -1.553506, 0.439626], [4.009181, 3.830554, -4.100124], [0.355071, 0.216544, -6.726744], [-2.091659, 2.204244, 3.924136], [3.273211, -6.225996, 3.123256], [7.609431, 3.135694, -5.359284], [-5.920879, 0.614264, -3.212434], [-0.636609, 6.185204, -1.435724], [1.863101, -1.940946, -0.406514], [2.164981, 0.519704, -0.581534], [-3.586549, -1.318086, -2.084284], [0.029311, 2.000824, 3.991566], [-1.837849, -0.183696, -0.613764], [-4.393919, 2.630544, -0.611284], [3.211101, 3.629624, -4.814814], [-1.410869, 0.473284, 0.962736], [4.854331, 1.043584, -5.037764], [-0.855189, 0.749904, -5.197744], [1.125301, 7.612614, -0.640574], [-2.064339, 0.738074, 3.789606], [-5.465909, -0.725066, -1.959184], [5.256451, 4.434754, -4.854484], [-1.227489, -2.589236, 0.010786], [-1.000829, 0.072374, 0.035786], [-2.681309, -4.670026, 5.003756], [-0.388839, 3.585104, 4.767076], [5.122611, 5.120524, -5.691094], [2.699591, 0.691414, 2.522536], [-3.212489, 2.692774, -2.167074], [5.112381, 2.940504, -2.571964], [2.279371, -0.343296, 4.118416], [5.968841, 5.008824, -4.261994], [4.124041, -5.208846, 1.629266], [-2.717359, -3.972466, 4.166966], [2.415511, -3.211786, -3.470054], [4.209211, -6.307386, -0.004044], [-4.561819, 4.425224, 0.311676], [3.710751, 2.040004, -3.158514], [1.123311, -1.292526, -0.875954], [1.232031, 0.218004, -1.057654], [0.652881, -5.958176, -3.884404], [-2.960319, 0.281194, 3.369406], [2.583191, 2.636974, 2.681536], [0.306451, -1.589036, 1.758966], [-0.812549, 1.586144, 6.105196], [-3.996249, 1.186194, 0.676596], [-4.503009, -3.405346, 3.733906], [-2.759559, 0.398104, 5.989476]], "forces_ev_per_a": [[0.8, 0.2, 0.3], [-0.8, -1.3, 0.0], [-2.1, 0.3, 0.0], [-0.6, 0.3, 1.3], [0.4, 0.1, 0.7], [0.1, 0.2, 0.4], [0.2, -0.4, -0.2], [0.1, -0.2, 0.2], [0.3, -0.5, -0.1], [0.7, -0.6, -0.8], [1.2, 1.6, -0.3], [-2.3, 1.1, -1.3], [-0.9, 0.1, -0.1], [0.2, -0.1, 0.4], [0.5, -0.1, -0.9], [-0.3, 1.3, 0.8], [-0.2, 0.7, -1.0], [-1.0, 1.2, -1.1], [0.6, 0.2, 0.7], [1.0, -0.2, -0.7], [-0.3, 0.2, -0.2], [0.4, 1.7, 0.2], [0.7, 1.1, 0.9], [-0.8, -2.3, 0.9], [-0.4, 0.3, 0.1], [-0.8, 0.3, 0.0], [-1.0, -1.2, 0.0], [0.4, 0.8, -0.1], [1.4, -0.3, 2.0], [0.1, -0.4, -0.9], [0.5, -0.6, 1.0], [-0.6, 0.2, -0.4], [0.0, -1.8, 0.2], [1.3, -2.1, -1.1], [0.6, -1.3, 0.3], [-1.0, 0.1, -0.1], [-0.9, 0.8, 0.3], [0.1, 0.1, -0.1], [-0.6, -0.2, -0.4], [-0.8, -0.3, -0.9], [-0.3, -0.7, -0.2], [0.1, 0.0, 0.0], [2.3, 0.8, 1.8], [0.0, 0.3, -0.3], [0.2, 0.5, -0.3], [0.4, -0.5, 0.2], [0.3, 0.3, 2.0], [-1.0, 0.7, -3.9], [1.0, 2.4, -2.0], [0.3, -0.4, -0.2], [0.7, 2.1, -1.7], [0.3, 0.5, -0.9], [-2.4, -0.3, 0.2], [-0.2, -0.2, -0.3], [0.1, -0.7, 0.2], [1.1, 1.2, 0.5], [-0.2, 0.3, 0.8], [-0.9, 0.5, 0.1], [0.3, 0.4, -0.1], [0.2, 0.0, 0.1], [0.0, 0.6, -0.1], [0.0, -0.2, 0.0], [0.1, -0.1, 0.0], [0.0, 0.0, 0.3], [-0.3, -0.3, -0.3], [-0.2, -0.3, 0.4], [-0.4, -1.1, 2.7], [0.1, -1.8, -0.1], [-0.1, 0.2, -0.6], [1.5, 1.1, 1.0], [0.1, 0.2, 1.1], [-0.5, -0.4, -0.5], [-0.3, -0.1, 0.0], [-0.7, -0.3, -0.2], [0.8, 0.0, 0.2], [0.0, 0.0, 1.0], [0.3, -0.3, -0.1], [-0.1, 0.7, -0.7], [0.0, -0.6, 0.6], [-1.2, 0.4, 0.5], [-0.2, 0.9, -1.9], [0.1, -1.8, -0.3], [0.2, 0.7, 1.1], [0.1, -1.5, -0.7], [0.1, -0.2, 0.5], [-1.7, -2.2, 2.4], [1.3, -0.1, -1.2], [0.7, 0.4, 0.2], [-0.1, 0.1, 0.2], [-0.1, -0.5, 0.2], [0.3, 0.0, 0.9], [0.7, 2.1, -0.1], [-0.5, 1.0, -0.5], [2.3, -3.5, -1.3], [-0.6, 0.4, -0.7]]}


Record 2
{"formula": "C23H39BrClN3O8PS", "method": "wB97M-V/def2-TZVPD", "charge": 1, "lumo_ev": -4.0, "symbols": ["P", "H", "C", "H", "H", "C", "H", "C", "H", "O", "C", "H", "H", "C", "O", "O", "O", "H", "N", "C", "H", "H", "N", "H", "H", "H", "C", "C", "Br", "H", "O", "H", "H", "H", "C", "H", "H", "C", "C", "H", "H", "H", "H", "C", "H", "C", "O", "H", "Cl", "C", "H", "H", "H", "O", "H", "H", "H", "C", "C", "H", "H", "C", "H", "N", "S", "C", "C", "H", "C", "C", "H", "H", "C", "H", "C", "O", "H"], "positions_angstrom": [[2.530571, 0.534446, -3.516404], [0.313965, 3.994737, 3.596719], [-0.332783, -0.454542, 0.727031], [-4.240880, 5.225030, -1.258064], [-0.575490, 2.249977, -0.597650], [-2.183883, 3.463308, -2.836705], [-1.618152, -6.919580, 2.839218], [-4.948986, -4.246532, 2.425067], [1.280388, 1.377316, -1.332856], [-1.118531, 2.895083, -2.993440], [3.736317, -2.524788, 2.588560], [-3.429579, 5.906415, -2.691556], [2.128333, 2.492728, 1.844590], [-5.308639, 4.558349, -4.022173], [-3.777737, -4.360986, 3.122508], [-2.454551, 4.333748, -1.817388], [-5.242973, -5.408824, 1.767360], [5.630626, 3.489375, 2.781944], [2.574704, -0.350900, -1.969788], [-1.655864, 0.445326, 0.315747], [-5.860583, 3.764816, -4.537039], [2.579778, 2.842860, -3.750872], [2.411316, -2.820769, -2.898707], [4.512295, 1.889556, 2.924885], [3.740257, 3.609607, 3.255213], [4.557677, -3.048066, 1.929756], [2.611965, 2.549656, 0.756502], [2.248641, -2.486049, 1.824109], [1.373431, -4.252796, 2.334347], [3.674071, -2.913789, 3.690437], [0.905708, 0.677657, -4.184780], [4.060927, -1.377603, 2.648642], [3.963419, 0.787688, -0.116862], [-4.766126, 5.112454, -4.796052], [-0.669184, 2.628036, 1.656902], [2.933072, -3.482136, -0.105831], [-2.343304, 2.617559, 0.007224], [-1.910035, -5.892218, 3.077018], [2.576181, -2.390970, 0.222994], [-2.183619, 0.024858, -0.664673], [-1.443352, -5.212162, 2.355924], [-2.464367, 0.295903, 1.181374], [-4.875001, 3.210074, -2.395661], [-3.667186, 4.980367, -2.156912], [-4.330725, -7.268052, 1.863670], [-4.074074, -6.205298, 1.823788], [-5.637635, -3.242967, 2.392745], [3.515513, -1.702687, 0.099222], [1.836158, -4.458045, -2.604965], [4.131920, 3.193251, 1.012097], [-6.030849, 5.227180, -3.544367], [1.695660, -1.562153, 2.281302], [0.004659, -0.663703, -1.445992], [3.033315, 2.195382, -3.134704], [2.940457, -2.633525, -3.778034], [-1.498664, -5.634524, 4.058747], [4.157536, 4.345872, 0.792227], [-1.348162, 2.055414, 0.258789], [-3.417344, -5.732464, 3.085306], [1.989282, 3.201861, 0.009546], [-0.764286, -1.519830, 1.049063], [-4.355668, 3.956991, -3.008377], [-3.480058, -6.015284, 0.923283], [1.403565, -2.052071, -0.665461], [3.820373, -0.098642, -4.850665], [2.859493, 0.999007, 0.285638], [-0.337193, 3.343389, 2.837432], [4.967837, 2.652895, 0.393047], [4.545837, 3.026583, 2.619449], [1.840201, 0.451735, -0.875079], [0.216751, -0.025551, 1.667014], [2.741776, 0.261922, 1.217336], [2.164954, -1.822486, -1.989262], [0.526988, 1.531205, -3.819909], [0.724249, -0.714617, -0.494079], [-3.268535, 3.317388, -3.657428], [-3.846171, -6.222388, 3.967969]], "forces_ev_per_a": [[0.5, 2.4, -2.6], [-1.9, -2.0, -2.1], [-0.1, -1.3, 0.5], [0.3, -0.1, -0.1], [-1.5, -0.1, 1.7], [0.8, -0.5, -0.4], [-0.1, 0.1, 0.0], [-1.4, 2.0, 0.0], [1.1, -1.9, 0.6], [-1.4, 0.7, 0.3], [-0.2, 1.6, -0.5], [-0.1, -0.1, -0.1], [0.7, 0.4, -2.8], [-0.1, -0.3, -0.4], [-1.0, 0.4, -0.5], [0.9, -1.0, -0.8], [0.0, 0.9, 0.4], [-2.5, -1.1, -0.2], [-1.8, -1.4, -2.1], [-0.2, -0.1, 1.2], [0.0, 0.2, 0.1], [0.6, -1.1, 0.8], [-0.6, 2.2, 2.3], [0.2, 2.3, -0.5], [1.8, -1.2, -1.2], [-1.8, 0.7, 1.5], [1.7, -0.5, 1.0], [2.3, 0.3, 0.5], [0.3, 1.6, -0.7], [0.1, 0.5, -2.4], [3.1, 0.9, 2.8], [-0.6, -2.4, -0.1], [-2.4, 0.8, 0.8], [0.0, 0.0, 0.3], [1.3, 5.1, 7.1], [-0.8, 2.3, 0.8], [2.1, -0.9, 0.7], [0.2, 0.3, 0.3], [1.1, -1.7, 1.6], [1.4, 1.1, 1.9], [-0.2, -0.2, 0.0], [1.9, 0.2, -1.8], [0.1, 0.1, 0.0], [-0.7, 0.7, 0.5], [-0.1, 0.2, -0.1], [-0.1, -0.9, -0.3], [1.5, -2.2, 0.0], [-1.9, -0.9, 0.3], [0.6, 1.8, -0.3], [0.1, 0.3, 1.1], [0.1, -0.1, 0.0], [0.6, -2.1, -1.1], [1.5, -0.2, 1.9], [-2.3, -2.6, -0.5], [-0.4, -0.1, 0.7], [0.0, -0.1, -0.1], [-0.1, -2.3, 0.2], [0.6, -0.3, 0.6], [1.2, -0.7, 0.2], [1.1, -1.5, 1.4], [1.1, 2.2, -0.7], [-1.4, 0.6, -0.4], [0.1, 0.0, 0.1], [2.4, 1.0, -2.5], [-1.4, -0.5, 1.3], [0.0, -1.3, -0.1], [-1.2, -4.4, -8.4], [-1.8, 1.1, 0.9], [-0.3, 0.3, -0.8], [-1.1, -0.6, 1.2], [-1.2, -0.5, -1.8], [0.2, 1.7, -1.9], [-1.0, 1.3, 1.5], [-0.1, -1.1, -0.4], [-1.8, 2.1, -1.5], [1.7, -0.2, 0.7], [0.0, 0.0, -0.1]]}


Record 3
{"formula": "C23H39I2O16P", "method": "wB97M-V/def2-TZVPD", "lumo_ev": -1.1, "smiles": "C[C@H](I)CC1=C(P(O)I)C(=O)OC1=O.CCOC(=O)OC.CCOC(=O)OC.CCOC(=O)OC.CCOC(=O)OC", "symbols": ["O", "H", "H", "O", "O", "O", "H", "H", "H", "H", "C", "C", "H", "C", "H", "O", "H", "H", "O", "O", "H", "C", "H", "H", "I", "H", "O", "H", "C", "O", "C", "H", "C", "H", "C", "C", "H", "H", "C", "I", "O", "C", "C", "H", "C", "C", "H", "H", "H", "H", "O", "C", "P", "H", "H", "H", "O", "C", "H", "H", "H", "C", "H", "O", "C", "H", "C", "H", "C", "H", "C", "C", "O", "O", "O", "C", "H", "H", "H", "H", "H"], "positions_angstrom": [[-0.360740, -7.997790, 1.102679], [4.863781, -2.866239, -2.371140], [4.488153, 0.387743, -3.905063], [-5.238320, 6.319949, -2.888568], [-0.601314, 1.569684, -3.872514], [5.083452, 0.027478, 0.128887], [-4.159506, 5.222531, -4.852180], [4.380896, -0.858192, 1.884216], [3.376829, 0.753530, -5.244040], [6.598087, -2.411775, -2.430547], [-3.010129, -6.158362, 0.770939], [-2.236034, -3.538829, 0.831258], [-0.872610, -2.853770, -0.782096], [0.034859, -2.308586, 1.261952], [-1.768597, 0.599921, -2.439671], [0.323879, 1.866707, 5.910984], [-2.683574, 5.631213, -2.850717], [-0.403699, -1.965597, 2.255499], [0.732714, 0.246753, -2.606063], [-6.450454, 4.715641, -1.845709], [-1.656646, -0.412491, 8.500840], [-0.335848, 1.289379, 5.085888], [-1.009788, -1.559460, 6.412780], [0.268492, -0.439012, 6.860539], [-2.187419, -0.556514, 0.238084], [-7.928132, 5.292111, -0.560402], [5.316346, -0.906758, -1.812571], [7.064097, 0.639981, 1.780914], [-1.944288, -5.061087, 0.655153], [-0.614401, 1.733447, 3.853852], [5.249802, -1.144128, -0.495538], [0.970976, 3.089740, 3.786895], [-1.698355, 0.727631, -3.519983], [-0.253533, 3.234128, 2.517682], [-1.175180, -2.523118, 0.244014], [-0.771987, -0.501315, 6.533649], [-6.405498, 6.178987, -0.380569], [-1.470974, 1.166709, 7.722565], [-1.714194, 0.116798, 7.548083], [2.802851, -5.710887, 0.667931], [-4.932115, 4.105783, -3.266140], [-1.206731, -7.258740, 0.642049], [0.568873, 1.181194, -3.348847], [3.448219, 2.595390, -3.539377], [5.028427, -0.040387, 1.559447], [-2.587081, 4.719109, -3.443163], [-3.326227, -3.274606, 0.704081], [-2.613725, 1.204268, -3.870423], [-0.642044, 3.782323, 4.156493], [-7.498861, 6.518524, -1.761415], [-2.584944, -7.518217, 0.865721], [3.442391, 0.547978, -4.172866], [0.763602, -5.054137, -0.457885], [2.873348, 1.488070, -2.301246], [-1.598937, -0.239767, -4.015736], [-2.070887, -3.409962, 1.962495], [-0.937628, 0.104217, 5.245313], [2.855161, 1.694664, -3.373797], [-1.760249, 4.850215, -4.143242], [-2.744035, 0.083823, 7.185150], [0.623633, -3.237088, 1.498183], [-0.809734, -5.813486, 0.264478], [0.722494, -1.487343, 0.920948], [1.523471, 1.996137, -3.811924], [-0.097927, 3.034433, 3.577353], [6.381693, -0.112041, 3.239856], [-3.873029, 4.407885, -4.183227], [2.894547, -0.379287, -3.991700], [5.574978, -2.070468, -2.596380], [-3.732260, 3.518590, -4.800049], [-7.099733, 5.746289, -1.102853], [-5.515782, 5.164925, -2.693221], [-4.116811, -5.942734, 0.319646], [5.344293, -2.222383, 0.031512], [0.755999, -5.943279, -1.934586], [6.419602, -0.161040, 2.150207], [4.568317, 0.889574, 1.897307], [1.340839, -5.517984, -2.581188], [5.465499, -1.795074, -3.644965], [6.888202, -1.104822, 1.864369], [-2.338841, 3.913305, -2.748290]], "forces_ev_per_a": [[-1.5, 0.5, -1.5], [0.1, 0.1, 0.1], [-0.1, 0.1, 0.0], [-0.1, -0.1, 0.0], [0.3, 0.1, 0.1], [-0.2, -0.2, -0.3], [-0.1, 0.0, 0.2], [0.1, 0.0, -0.2], [0.1, 0.1, 0.1], [-0.1, -0.1, 0.1], [-3.3, 0.5, -2.9], [0.5, -0.6, 2.0], [-0.2, 0.9, 0.9], [-0.6, 0.3, 0.4], [0.1, -0.1, -0.2], [0.0, -0.1, -0.1], [0.0, 0.0, -0.1], [0.4, -0.3, -1.2], [-0.1, 0.1, 0.0], [0.1, 0.0, -0.2], [0.0, 0.0, -0.1], [-0.3, -0.1, 0.0], [0.0, 0.1, -0.3], [-0.1, 0.2, -0.1], [0.3, -0.8, -0.2], [0.2, -0.2, -0.1], [-0.1, 0.0, 0.2], [-0.1, 0.1, 0.1], [2.4, -1.5, -0.8], [0.1, -0.2, 0.2], [0.1, 0.2, 0.1], [-0.1, 0.0, 0.1], [-0.4, -0.2, 0.1], [-0.1, -0.2, 0.1], [0.1, -0.5, 0.8], [-0.1, -0.2, 0.6], [0.0, 0.1, -0.1], [0.1, -0.1, 0.0], [-0.1, 0.3, 0.0], [-0.2, -0.5, 0.2], [-0.3, 0.1, 0.0], [3.2, -1.3, 2.5], [0.1, 0.1, -0.2], [-0.3, 0.1, -0.1], [0.1, 0.0, 0.6], [0.0, 0.2, 0.3], [1.3, -0.5, -0.4], [0.2, 0.2, -0.1], [0.2, 0.0, 0.1], [0.2, 0.0, 0.0], [2.1, 3.6, -0.5], [-0.1, -0.2, -0.2], [-1.2, -0.5, -2.0], [-0.2, -0.1, -0.1], [0.0, 0.0, 0.2], [-0.5, -0.2, -1.3], [0.2, 0.1, -0.2], [0.6, -0.2, 0.1], [-0.1, -0.1, 0.0], [0.1, -0.2, 0.0], [-0.6, 0.8, -0.5], [-2.8, 0.8, 0.8], [-0.6, -1.0, 0.1], [-0.3, 0.1, 0.2], [0.1, 0.4, -0.2], [0.0, 0.0, -0.1], [0.6, 0.1, -0.3], [0.1, 0.1, 0.1], [0.1, -0.3, -0.3], [-0.2, -0.1, 0.2], [-0.3, 0.2, 0.3], [0.2, -0.2, 0.1], [1.2, -0.1, 1.7], [-0.1, 0.1, -0.1], [0.0, 0.6, 1.7], [0.2, -0.2, -0.2], [0.0, 0.0, -0.3], [-0.1, 0.0, 0.3], [0.0, 0.2, 0.2], [-0.1, 0.0, 0.1], [0.0, -0.1, -0.2]]}